Below is one molecule with the formula C3H4OS2, with properties calculated with the ωB97M-V functional and the def2-TZVPD basis.

Geometry (Å):
S  1.30  -0.52  -0.01
S  1.98  1.02  -0.87
O  2.06  -1.10  1.11
C  -0.46  -0.40  0.69
C  -1.71  1.29  -0.87
C  -1.18  0.53  -0.14
H  1.38  -1.67  -1.08
H  -0.20  0.01  1.59
H  -2.11  2.18  -1.29
H  -1.07  -1.35  0.85

## Properties
Energy relative to the best compared isomer or geometry (same formula, charge and spin) (eV): 4.5896
Charge: 0
SMILES: C#CC[S@H](=O)=S
LUMO level (eV): -0.12